Entry 1:
{"formula": "C4H13N3O2", "method": "ωB97M-V with the def2-TZVPD basis set", "species": ["C", "N", "N", "O", "O", "H", "H", "H", "H", "H", "H", "C", "N", "C", "C", "H", "H", "H", "H", "H", "H", "H"], "positions_angstrom": [[-2.141, -1.573, -0.565], [-1.998, 0.795, -0.323], [-1.277, -0.426, -0.353], [-1.897, 1.301, 1.059], [-1.175, 1.579, -1.108], [-2.671, 1.868, 1.151], [-0.347, 0.892, -1.033], [-0.640, -0.550, 0.442], [-2.770, -1.380, -1.437], [-2.790, -1.772, 0.298], [-1.513, -2.441, -0.756], [2.245, -0.603, -0.904], [1.340, 1.698, 0.919], [1.490, 0.379, 1.305], [1.894, -0.649, 0.553], [1.488, 1.910, -0.056], [0.562, 2.188, 1.337], [1.166, 0.199, 2.323], [2.000, -1.610, 1.033], [3.284, -0.893, -1.062], [1.624, -1.296, -1.475], [2.128, 0.385, -1.348]], "forces_ev_per_a": [[-0.30, 0.08, 0.21], [-0.12, -0.45, 0.75], [-0.43, -0.70, 0.42], [0.31, -0.41, -0.60], [2.65, -1.16, 0.31], [-0.04, -0.08, -0.19], [-1.95, 2.58, -0.98], [-0.42, 0.35, 0.02], [0.13, -0.09, 0.09], [0.05, -0.08, -0.13], [-0.02, -0.03, 0.00], [0.06, 0.05, 0.10], [0.28, 0.08, 0.02], [-0.43, -0.14, -0.11], [0.10, 0.08, -0.01], [-0.13, 0.06, 0.15], [0.03, -0.05, -0.19], [0.22, -0.02, 0.11], [-0.04, -0.08, 0.14], [0.09, -0.03, -0.06], [-0.02, -0.01, -0.03], [-0.04, 0.05, -0.01]], "gap_ha": 0.331, "smiles": "C/C=C\\N.CNN(O)O", "lumo_ev": 0.876, "charge": 0, "total_energy_ev": -12919.550}

Entry 2:
{"formula": "C2H3NS3", "method": "ωB97M-V with the def2-TZVPD basis set", "species": ["C", "C", "H", "H", "H", "N", "S", "S", "S"], "positions_angstrom": [[1.066, -0.873, -0.370], [-0.810, 0.661, -0.572], [-0.806, 0.961, 2.030], [1.727, -1.650, 0.212], [-0.596, 1.033, -1.760], [-0.116, -0.419, 0.010], [-0.291, -0.571, 1.810], [1.598, -0.654, -1.881], [-1.773, 1.511, 0.520]], "forces_ev_per_a": [[3.47, -2.86, -2.10], [0.05, 1.04, -0.26], [0.83, -2.55, -1.13], [-2.03, 1.93, -0.24], [-0.58, -1.62, 3.73], [-2.15, 2.34, 3.24], [-0.20, 0.85, -0.03], [0.61, 0.23, -0.64], [-0.01, 0.65, -2.57]], "gap_ha": 0.265, "smiles": "S=CN(S)C=S", "lumo_ev": -1.439, "charge": 0, "total_energy_ev": -36114.787}

Entry 3:
{"formula": "C2H9N4O", "method": "ωB97M-V with the def2-TZVPD basis set", "species": ["C", "C", "N", "N", "N", "N", "O", "H", "H", "H", "H", "H", "H", "H", "H", "H"], "positions_angstrom": [[0.023, -0.203, 1.990], [-0.836, -0.011, -1.976], [1.101, 0.572, 1.423], [0.320, -0.824, -1.643], [0.791, 1.175, 0.234], [1.438, -0.060, -1.230], [2.286, -0.803, -0.604], [0.131, -0.387, 3.006], [-0.950, 0.364, 1.866], [-0.153, -1.120, 1.396], [-1.791, -0.516, -1.779], [-0.950, 0.827, -1.287], [-0.943, 0.338, -3.087], [2.006, 0.019, 1.247], [0.087, -1.379, -0.855], [1.496, 1.782, -0.040]], "forces_ev_per_a": [[-1.63, 0.58, -3.20], [-1.08, 0.87, -1.20], [2.41, 0.24, 0.45], [-0.53, 0.26, -0.54], [-2.93, -1.76, -0.75], [1.12, 1.11, 0.43], [-0.83, 0.18, -0.18], [0.56, -0.57, 1.90], [1.13, -0.25, 0.13], [0.04, -0.12, 0.56], [0.36, -0.71, -0.18], [0.57, 0.48, -0.26], [0.71, -0.55, 1.85], [-1.48, 0.00, 0.35], [-0.25, -1.02, 0.84], [1.84, 1.28, -0.20]], "gap_ha": [0.220, 0.220], "lumo_ev": [4.337, 4.337], "charge": -1, "total_energy_ev": -10223.280}

Entry 4:
{"formula": "C4H12N2OSi", "method": "ωB97M-V with the def2-TZVPD basis set", "species": ["C", "C", "C", "C", "N", "N", "O", "Si", "H", "H", "H", "H", "H", "H", "H", "H", "H", "H", "H", "H"], "positions_angstrom": [[-1.894, 0.488, -0.142], [-1.313, -0.593, 0.801], [-0.962, 1.665, -0.359], [-0.203, -1.374, 0.129], [2.087, -0.578, -1.716], [2.107, 0.308, 1.288], [0.354, 1.249, -0.828], [1.176, -0.118, -0.322], [-2.217, 0.018, -1.052], [-2.886, 0.910, 0.295], [-0.927, -0.174, 1.749], [-2.199, -1.301, 0.950], [-1.384, 2.263, -1.060], [-0.760, 2.047, 0.690], [0.143, -1.864, 0.934], [-0.222, -2.118, -0.715], [2.526, -1.467, -1.616], [1.928, -0.253, -2.624], [2.394, 1.221, 1.514], [2.254, -0.329, 2.083]], "forces_ev_per_a": [[-1.46, 0.64, 1.75], [-2.69, -0.49, -1.63], [2.41, -3.16, 3.42], [1.68, 1.57, -2.20], [-0.04, 0.02, 2.60], [-1.64, -2.38, -2.10], [-0.12, -0.20, -0.11], [-0.25, 1.21, 1.73], [0.13, -0.27, -0.71], [1.61, -0.51, -0.50], [-0.38, -0.21, -0.40], [1.20, 0.84, 0.52], [-0.84, 2.48, -1.75], [-0.59, 0.53, -1.37], [1.82, -2.54, 2.71], [-1.19, 0.95, 0.70], [0.47, -0.39, -0.51], [-0.22, 0.36, -1.18], [0.36, 1.10, -0.01], [-0.27, 0.44, -0.96]], "gap_ha": 0.366, "smiles": "N[Si]1(N)CCCCO1", "lumo_ev": 0.824, "charge": 0, "total_energy_ev": -17249.809}

Entry 5:
{"formula": "C8H12CrO8", "method": "ωB97M-V with the def2-TZVPD basis set", "species": ["Cr", "C", "C", "O", "O", "H", "H", "H", "C", "C", "O", "O", "H", "H", "H", "C", "C", "O", "O", "H", "H", "H", "C", "C", "O", "O", "H", "H", "H"], "positions_angstrom": [[19.646, 3.523, 10.819], [21.791, 7.052, 10.159], [20.983, 5.774, 10.170], [19.708, 5.785, 10.276], [21.552, 4.674, 10.113], [22.747, 7.073, 10.682], [21.251, 7.927, 10.522], [21.979, 7.246, 9.103], [21.217, 0.098, 12.612], [20.616, 1.225, 11.852], [19.474, 1.208, 11.326], [21.218, 2.314, 11.785], [20.716, -0.863, 12.500], [21.271, 0.459, 13.639], [22.258, 0.045, 12.293], [19.690, 4.892, 14.816], [18.577, 4.495, 13.923], [17.434, 4.425, 14.477], [18.893, 4.048, 12.781], [19.309, 4.948, 15.836], [19.980, 5.900, 14.519], [20.566, 4.245, 14.767], [17.318, 1.651, 8.159], [18.112, 2.665, 8.913], [17.682, 3.316, 9.850], [19.335, 2.733, 8.701], [16.533, 1.314, 8.835], [17.834, 0.773, 7.770], [16.905, 2.045, 7.230]], "forces_ev_per_a": [[-0.51, 0.13, 0.29], [-0.13, 0.98, -0.50], [-2.14, -1.09, 0.97], [0.91, 1.50, -0.13], [1.79, -0.17, -0.27], [0.00, -0.70, -0.03], [-0.41, -0.19, 0.05], [0.27, 0.13, -0.16], [0.75, -0.09, 0.13], [-2.32, 1.62, -1.28], [-0.42, -2.09, 0.32], [2.15, 0.61, 0.66], [-0.08, 0.20, 0.12], [-0.21, -0.36, 0.22], [0.09, -0.29, -0.06], [0.80, 1.13, 0.86], [-1.82, -2.58, 0.00], [1.03, 0.62, -1.00], [-0.11, 0.55, -0.33], [0.12, -0.02, 0.06], [0.36, 0.15, 0.03], [-0.09, -0.04, -0.25], [-1.21, -0.53, -0.59], [1.98, -0.80, -0.02], [-3.11, 1.07, 1.62], [2.35, -0.35, -1.17], [-0.28, 0.00, -0.28], [0.68, 0.12, 0.60], [-0.45, 0.49, 0.15]], "multiplicity": 5, "gap_ha": [0.200, 0.285], "lumo_ev": [5.614, 5.610], "charge": -2, "total_energy_ev": -53295.754}

Entry 6:
{"formula": "C4H3NO2", "method": "ωB97M-V with the def2-TZVPD basis set", "species": ["N", "C", "C", "C", "C", "O", "O", "H", "H", "H"], "positions_angstrom": [[1.789, -0.482, 0.302], [1.094, 0.285, -0.546], [0.169, -0.800, -0.281], [-1.139, -0.400, 0.196], [-1.527, 0.880, 0.117], [-1.959, 1.952, 0.100], [0.984, 1.448, -0.875], [2.193, 0.032, 1.093], [0.304, -1.818, -0.621], [-1.908, -1.096, 0.515]], "forces_ev_per_a": [[0.00, 0.21, 0.01], [-0.02, 0.35, -0.08], [-0.19, -0.02, -0.09], [0.13, 0.03, 0.17], [-0.47, 0.94, 0.10], [0.47, -1.21, 0.00], [0.25, -0.43, -0.16], [-0.37, -0.18, 0.10], [0.02, 0.24, -0.09], [0.17, 0.08, 0.04]], "gap_ha": 0.363, "smiles": "O=C=C[C@@H]1NC1=O", "lumo_ev": 0.384, "charge": 0, "total_energy_ev": -9778.699}